The following is a DFT calculation (wB97M-V/def2-TZVPD) of a cluster of 11 separate species, C15H52N2O11 in total at a distorted geometry.

- SMILES = NC(N)=O.CCO.CCO.CCO.CCO.CO.CO.CO.CO.CO.CO
- total charge = 0
- orbital gap (eV) = 9.52

Last column: Mulliken charge in e.
Atoms and positions in Å:
1 O 19.26397 7.50473 -24.18926  -0.528
2 O 18.95177 7.23019 -19.10324  -0.786
3 O 14.58492 11.35750 -16.42556  -0.534
4 O 12.47560 8.50891 -20.21576  -0.507
5 O 16.07801 5.69546 -21.59935  -0.543
6 O 20.41371 11.84743 -17.61482  -0.459
7 O 22.37664 7.03471 -18.62693  -0.568
8 O 18.41460 4.64903 -18.56289  -0.450
9 O 21.13507 9.51120 -13.54610  -0.547
10 O 14.61144 6.29058 -15.03161  -0.549
11 O 16.56181 11.45218 -20.17906  -0.428
12 N 18.19537 9.36880 -18.74806  0.499
13 N 17.05860 7.95118 -20.14383  0.449
14 C 19.82345 7.42656 -22.88555  -0.421
15 C 18.74543 3.76083 -19.59130  -0.486
16 C 14.41466 10.84019 -17.73717  -0.131
17 C 19.90331 12.46763 -18.78812  -0.509
18 C 18.14322 8.13234 -19.33909  0.339
19 C 19.22788 9.60103 -14.95121  -0.676
20 C 15.83564 5.95200 -15.64898  -0.591
21 C 12.63881 7.76941 -22.50348  -1.435
22 C 16.07456 6.06173 -22.97685  -0.587
23 C 13.39464 8.13573 -21.25439  0.759
24 C 21.86157 9.05096 -19.74732  -0.521
25 C 16.62403 7.18607 -16.10975  -0.290
26 C 21.99413 8.37906 -18.41020  0.323
27 C 20.67004 9.19574 -14.85280  0.005
28 C 16.07402 11.20820 -21.48936  -0.266
29 H 11.94867 6.93082 -22.37454  0.405
30 H 13.94527 7.26943 -20.87580  0.087
31 H 15.63138 5.31655 -16.51006  0.265
32 H 15.28265 5.56484 -23.54733  0.354
33 H 20.04216 11.80758 -19.64965  0.216
34 H 18.60910 8.20791 -24.17245  0.282
35 H 16.47810 5.35043 -14.99122  0.343
36 H 21.08955 8.52592 -20.31662  -0.231
37 H 22.79063 8.97943 -20.31155  0.469
38 H 18.38464 2.76079 -19.33977  0.255
39 H 20.42881 13.40664 -18.99735  0.343
40 H 16.44320 12.38437 -19.97872  0.250
41 H 15.32754 10.30484 -17.98951  -0.134
42 H 14.06754 8.96997 -21.43773  -0.304
43 H 18.26870 4.02128 -20.55253  0.061
44 H 21.22327 9.75345 -15.62232  0.077
45 H 16.27237 8.57298 -20.13721  -0.129
46 H 15.90126 7.13369 -23.07224  0.100
47 H 18.91737 9.51387 -18.06564  -0.213
48 H 22.06639 9.28796 -13.47490  0.306
49 H 20.17797 8.37866 -22.48849  0.213
50 H 19.82656 3.68575 -19.76285  0.273
51 H 14.80437 6.72342 -14.19548  0.315
52 H 13.31129 7.55594 -23.33798  0.298
53 H 21.34298 11.63398 -17.73663  0.273
54 H 13.78374 11.81931 -16.16633  0.285
55 H 13.54967 10.18073 -17.82453  0.307
56 H 14.33028 11.64256 -18.48231  0.221
57 H 19.10400 7.01675 -22.16260  0.094
58 H 20.78678 8.13179 -15.09342  0.253
59 H 18.61451 9.04323 -14.24481  0.323
60 H 17.80328 10.12415 -19.29498  -0.054
61 H 17.64365 6.97408 -16.42599  0.217
62 H 18.84153 9.44461 -15.95650  -0.078
63 H 16.08735 7.64582 -16.94393  0.024
64 H 18.85497 12.69440 -18.62950  0.120
65 H 19.12006 10.66623 -14.74339  0.360
66 H 16.62629 7.90951 -15.28931  0.262
67 H 16.25820 4.74950 -21.60332  0.232
68 H 22.60028 6.61111 -17.79434  0.301
69 H 15.04611 11.57786 -21.61575  0.320
70 H 22.73845 8.90692 -17.79065  0.423
71 H 11.66474 8.00737 -20.33421  0.289
72 H 20.61502 6.68135 -22.92107  0.343
73 H 15.96415 10.13891 -21.64740  -0.189
74 H 17.01961 5.81999 -23.47177  0.328
75 H 18.68230 5.55320 -18.81837  0.444
76 H 21.05015 8.43754 -17.85276  -0.258
77 H 16.69849 11.66519 -22.25727  0.321
78 H 16.98956 7.08007 -20.65260  -0.022
79 H 21.55515 10.09056 -19.63130  -0.006
80 H 11.97483 8.56510 -22.86083  0.403